The following is a DFT calculation (the ωB97M-V functional and the def2-TZVPD basis) of 3 unconnected molecules or ions with the total composition C4H6O2.

Geometry as XYZ:
```
12
C4H6O2, DFT the ωB97M-V functional and the def2-TZVPD basis
O 0.455 2.887 0.667
C 1.077 1.962 0.457
C -1.712 0.384 -0.053
C -1.431 -0.906 0.096
O 1.519 -1.726 -1.108
C 2.009 -0.912 -0.368
H -1.483 0.916 -0.974
H -2.193 0.963 0.733
H -1.672 -1.436 1.015
H -0.940 -1.482 -0.683
H 2.792 -0.207 -0.707
H 1.708 -0.814 0.693
```

The HOMO-LUMO gap comes out at 10.861 eV. For the total energy, the calculation gives -8338.0571 eV. The HOMO energy comes out at -0.3734 hartree. For the energy above the lowest of the compared OMol25 structures with the same formula, charge and spin, the calculation gives 231.96 kJ/mol. The lowest unoccupied orbital energy is 0.70 eV.